Entry 1:
ORCA calculation (ωB97M-V/def2-TZVPD) on a 3-piece molecular cluster, C21H34O10S3 overall.

Last column: natural (NBO) charge in e.
Positions of all 68 atoms, in Å:
H -5.34 1.10 -2.54  0.1962
H -3.99 0.40 0.02  0.2002
C -0.90 -3.06 -1.73  -0.4070
H -1.39 -3.37 -3.80  0.2028
C -3.77 2.40 -0.87  -0.4074
H 0.98 2.19 1.35  0.2248
H -3.03 2.56 -0.08  0.2163
H -0.82 -4.86 -0.47  0.2092
C 1.71 1.41 -0.50  -0.1941
H 0.15 1.89 -3.61  0.2292
H -6.46 0.44 -1.38  0.2084
C -0.57 2.68 -1.78  -0.0086
O -0.87 3.64 0.34  -0.5108
S 2.98 0.45 0.19  0.0662
O 2.70 2.18 6.07  -0.6878
C 5.43 -2.60 3.21  -0.0965
H -1.89 -5.01 -1.86  0.1990
H 5.01 -3.15 4.05  0.2167
O 4.25 0.36 5.40  -0.9067
O 3.20 1.84 3.78  -0.6937
H 0.15 -2.74 -1.75  0.2059
H -0.14 -5.08 -2.08  0.2077
C -3.60 -1.53 -1.78  -0.4149
H -5.34 1.50 0.26  0.2097
C -4.61 1.15 -0.50  -0.4017
H -1.36 -2.55 -0.87  0.1954
H -3.57 -3.46 -2.78  0.1966
O 7.45 -2.46 0.56  -0.8999
O 5.11 -1.93 1.01  -0.6995
H -5.29 -1.16 -3.07  0.2011
C -1.60 -2.62 -3.02  -0.3904
H -1.16 -1.67 -3.39  0.1965
O 2.35 0.95 -2.71  -0.4888
C -3.08 2.44 -2.24  -0.3909
C 2.67 3.16 3.96  -0.1028
H -2.82 1.43 -2.59  0.1999
H 4.02 3.71 5.59  0.1998
C -1.82 3.33 -2.33  -0.4407
H -2.88 -0.70 -1.66  0.1927
H 3.78 0.50 -0.88  0.1709
C 2.97 3.44 5.43  -0.0968
H 3.19 3.82 3.27  0.2210
H 3.99 -1.10 2.52  0.2190
C 1.53 1.40 -1.99  0.5018
S 6.21 -3.08 0.88  2.5534
H -4.44 3.28 -0.82  0.1992
H 1.60 3.16 3.76  0.1995
C -0.94 -4.57 -1.52  -0.6114
O 5.72 -4.15 0.10  -0.9001
C -5.03 -1.01 -2.01  -0.3943
H 6.09 -1.81 3.57  0.2016
H -3.50 -2.07 -3.86  0.1987
C -0.25 2.87 -0.31  0.5121
C 0.29 2.00 -2.53  -0.2590
C 4.38 -2.07 2.24  -0.1017
H -1.62 3.58 -3.39  0.2188
H -2.00 4.27 -1.79  0.2361
H -3.79 2.84 -2.99  0.2091
C -5.39 0.46 -1.65  -0.4022
H 3.56 -2.78 2.09  0.1990
C -3.12 -2.46 -2.90  -0.3911
S 3.00 0.97 5.09  2.5521
H -5.72 -1.66 -1.44  0.1988
O 1.83 0.17 4.99  -0.9004
H 2.31 4.18 5.87  0.2177
C 0.87 2.11 0.27  -0.2946
O 6.18 -3.53 2.41  -0.6930
H -3.56 -2.07 -0.82  0.2037

## Properties
HOMO = -9.45 eV
LUMO level = -1.377 eV
ΔE to the lowest compared entry with this formula, charge and spin = 0.00 kcal per mole
SMILES = CCCCCCCCCCCC1=CC(=O)C(S)=CC1=O.O=S1(=O)OCCO1.O=S1(=O)OCCO1

***

Entry 2:
ORCA calculation (ωB97M-V/def2-TZVPD) on a 8-piece molecular cluster, C21H35BBrN11O6P2S overall.

Last column: Löwdin charge in e.
Positions of all 78 atoms, in Å:
C 3.54 -2.55 1.81  -0.1144
N 0.36 -1.93 -4.35  -0.0141
N 2.01 0.88 -2.44  -0.3191
H -1.14 -3.71 -3.08  0.0953
O 0.17 1.87 -4.73  0.0070
H -2.88 0.64 -3.06  0.1393
H 2.30 -3.54 -1.19  -0.1445
C -1.23 -6.77 -1.75  -0.2238
H -0.78 -2.99 -0.21  0.0952
N -1.45 -3.24 -2.19  -0.0206
H -2.30 6.97 1.03  0.0785
O 1.14 -1.46 -5.16  0.0612
C 4.86 -3.23 2.10  -0.0681
H -6.14 6.45 4.77  0.0757
O -2.31 -0.77 0.36  -0.4039
C -1.04 -0.76 -2.87  -0.2902
H -3.59 7.92 1.81  0.0782
H 2.56 -1.55 -2.36  -0.0037
H 6.02 1.56 0.25  0.0772
H 2.64 0.69 -3.27  -0.0355
H -0.81 6.72 -2.85  0.0818
C 5.48 0.72 -1.67  -0.1885
C -1.57 4.71 -2.89  -0.0699
N -4.75 7.14 -1.20  0.0923
S 1.06 -3.95 -1.73  0.6547
N -1.18 -6.19 -0.63  0.0964
H 4.85 -3.66 3.11  0.0276
H -2.31 -7.47 -3.48  0.0764
N 6.48 -5.08 4.23  0.0964
B -1.23 1.54 -4.37  -0.5233
C 6.23 0.66 -0.35  -0.0764
H 3.58 -5.25 5.84  0.0772
C -3.38 7.03 1.22  -0.0735
H -2.30 6.52 -3.80  0.0864
H -1.35 -0.51 6.33  0.0752
H 5.92 -0.22 0.22  0.0568
C -6.04 5.43 4.39  -0.0761
N -3.35 4.78 4.11  0.0925
C -1.04 0.37 5.76  -0.0747
C -0.04 -1.13 -1.63  -0.5790
N 2.44 -1.98 1.56  -0.3266
C -1.70 0.74 -2.99  -0.0294
H 2.34 -0.41 -0.33  -0.0170
N 4.86 0.78 -2.76  0.1051
H -3.69 6.15 1.78  0.0411
P -0.65 -0.33 0.04  0.6586
C -4.13 7.09 -0.10  -0.2070
O -3.50 -1.91 -2.76  -0.0072
O -0.63 -1.02 -4.26  -0.0797
H -0.94 -8.50 -2.99  0.0735
H -6.54 5.36 3.43  0.0779
P 1.80 -0.53 -1.67  0.6975
N -1.40 3.46 -2.89  0.1561
C 4.57 -5.54 6.20  -0.0720
H 0.04 0.31 5.58  0.0731
C -1.78 0.44 4.44  -0.1956
H 5.04 -4.03 1.38  0.0841
H 7.31 0.60 -0.53  0.0746
H 4.56 -6.60 6.48  0.0790
H -1.25 1.27 6.35  0.0760
H 5.68 -2.50 2.04  0.0737
C -1.77 6.21 -2.89  -0.0491
C -1.28 -7.47 -3.09  -0.0789
H 0.51 2.54 -4.06  0.0826
C -2.16 -1.98 -2.63  -0.1871
H -2.50 -0.74 1.35  0.0096
H -2.57 2.90 -4.95  0.0930
Br 0.51 -1.28 1.81  0.4708
N -2.40 0.49 3.35  0.1096
H -6.52 4.74 5.10  0.0771
O -2.28 2.00 -5.34  0.0002
H -0.63 -6.95 -3.81  0.0720
C -0.31 -2.75 -1.28  -0.6386
H -1.48 1.45 -2.08  0.0763
C -4.57 5.08 4.24  -0.2090
H 4.80 -4.94 7.09  0.0777
C 5.61 -5.29 5.13  -0.1940
H -2.37 6.51 -2.02  0.0296

## Properties
HOMO = -7.24 eV
LUMO level = -0.055 eV

***

Entry 3:
ORCA calculation (ωB97M-V/def2-TZVPD) on an isolated ion of composition C21H35N2O and charge +1.

Last column: natural (NBO) charge in e.
Positions of all 59 atoms, in Å:
H 1.92 -2.72 -2.32  0.2410
H 2.87 -1.02 -3.85  0.2402
H -0.06 0.20 0.90  0.1776
H -4.84 0.69 1.57  0.2270
H 2.53 -0.25 2.44  0.2012
C 3.13 0.61 -0.14  -0.3979
H -2.72 -0.80 1.70  0.1749
H 2.44 2.22 -2.27  0.1867
C 1.37 -1.83 -2.58  -0.2324
H 0.00 -0.08 4.20  0.2129
H -0.12 -4.31 -1.44  0.2341
C -2.96 0.42 -1.76  0.1163
C -1.83 -1.66 -1.04  0.3104
H -2.66 -1.98 -0.44  0.2577
H -0.81 -1.93 1.92  0.1741
C 4.02 1.53 -0.98  -0.3888
C -0.76 -0.55 3.57  -0.3985
H 3.74 -0.18 0.28  0.2018
H -3.86 1.93 2.37  0.2220
N -1.82 -0.51 -1.71  -0.3197
C -0.36 -3.61 -0.64  -0.4153
H -2.57 1.40 -2.04  0.1939
C 1.89 -0.88 -3.43  -0.1802
H 0.50 -3.50 0.01  0.2353
C -0.09 0.53 -3.24  -0.2109
H 1.09 -1.10 0.65  0.1878
H 0.65 -2.00 2.89  0.2130
H -3.63 2.39 0.04  0.1925
C 2.42 1.35 0.99  -0.3981
N -0.70 -2.33 -1.21  -0.3012
H 2.39 0.15 -0.80  0.1827
H 1.66 2.01 0.59  0.1908
H 1.62 0.99 -4.43  0.2412
C -1.75 0.53 3.12  -0.4025
C -0.62 -0.43 -2.38  0.1069
H 4.78 1.97 -0.33  0.2044
H 1.36 1.02 2.82  0.2045
H 2.85 3.35 -0.97  0.2064
C 1.17 0.28 -3.75  -0.1815
C 0.10 -1.59 -2.06  0.1746
H -1.24 1.23 2.46  0.1872
H -1.29 -1.27 4.20  0.2104
H -2.07 1.09 4.00  0.2177
H -3.62 -0.53 3.19  0.2198
C -3.82 1.04 1.74  -0.4205
H -0.63 1.42 -3.50  0.2373
H -3.65 0.06 -2.54  0.2101
C 3.26 2.64 -1.69  -0.6088
C -3.24 1.42 0.38  -0.0685
H 4.54 0.92 -1.72  0.1974
H 3.15 1.96 1.52  0.2103
H 3.92 3.18 -2.36  0.2185
H -1.20 -3.99 -0.07  0.2368
O -3.63 0.41 -0.57  -0.5296
C 0.65 -0.45 1.41  -0.3961
H -2.14 1.48 0.42  0.1690
C 1.77 0.41 2.01  -0.3861
C -3.00 -0.04 2.44  -0.3959
C -0.07 -1.32 2.44  -0.3938

## Properties
HOMO = -12.86 eV
LUMO level = -3.212 eV
ΔE to the lowest compared entry with this formula, charge and spin = 0.00 kcal per mole
SMILES = CCCCCCCCCCCCOCn1c[n+](C)c2ccccc21
net charge = +1

***

Entry 4:
ORCA calculation (ωB97M-V/def2-TZVPD) on C21H36AsCoN2O6 as an isolated structure.

Last column: Löwdin spin population.
Positions of all 67 atoms, in Å:
H 4.05 0.23 -5.03  0.0001
H -2.72 -0.17 1.44  -0.0002
O 2.54 -0.25 2.68  0.0237
C 0.75 3.79 -2.42  0.0005
As -1.23 1.64 -2.08  0.0681
H -0.89 -3.29 3.54  0.0001
O -0.58 2.33 2.63  0.0148
N 3.90 -0.11 -2.97  0.0041
H 5.96 -1.61 -1.99  0.0000
C -2.18 0.67 -3.48  0.0100
H -3.12 4.32 0.03  0.0001
C -0.24 2.92 -3.19  0.0157
H 5.09 0.61 -1.43  0.0000
H -0.97 3.52 -3.73  0.0027
O -0.52 1.26 0.69  0.1187
C -2.25 3.85 -0.42  0.0011
C -0.70 -2.65 -1.75  0.0407
H 0.57 -1.43 3.57  0.0001
H -1.42 -2.84 -0.95  0.0064
C -2.69 2.72 -1.35  0.0173
C -2.48 -1.98 2.73  0.0012
H 0.14 -3.35 -1.66  0.0060
C 6.22 -0.78 -2.66  0.0001
H -1.61 3.48 0.38  0.0005
H -3.69 -0.89 -3.66  0.0001
C 2.81 0.25 -2.35  0.0065
O -1.22 -1.46 0.85  0.0293
C -0.87 -0.05 2.66  0.0011
H 0.28 2.30 -3.93  0.0000
C 6.24 -1.27 -4.10  0.0000
H 1.38 3.19 -1.77  0.0000
H -3.34 2.03 -0.82  0.0001
H 4.85 -2.03 -5.59  0.0000
H -2.85 -0.87 -2.11  -0.0004
C 1.60 -0.54 1.96  0.0080
H 4.54 -2.58 -3.94  0.0000
H 0.24 4.52 -1.80  0.0000
C -0.34 -2.19 1.73  -0.0006
C 3.84 -0.60 -4.35  0.0001
H 0.36 -2.77 1.13  -0.0004
H 1.39 4.33 -3.11  0.0000
C 5.21 0.33 -2.47  0.0001
O -0.23 -1.34 -1.71  0.3384
H -1.43 0.08 -4.00  0.0002
C -1.32 -2.99 2.58  0.0009
H -2.67 -1.69 3.76  0.0002
C -3.26 -0.24 -2.90  -0.0001
H -4.08 0.34 -2.47  0.0000
H -2.61 1.38 -4.19  0.0021
C 0.31 -1.08 2.57  -0.0005
H -3.25 3.11 -2.21  0.0030
C 4.85 -1.72 -4.54  0.0002
H 7.21 -0.42 -2.36  0.0000
H -1.19 -2.82 -2.72  0.0076
H -1.70 4.62 -0.96  0.0000
H -1.64 -3.89 2.06  0.0000
H -1.14 0.15 3.69  0.0003
C -0.61 1.30 1.99  0.0087
H 5.51 1.22 -3.04  0.0001
H 2.82 -0.94 -4.53  0.0000
C -1.96 -0.80 1.90  0.0003
N 1.84 0.57 -1.80  0.0380
H -3.41 -2.37 2.31  0.0000
H 6.58 -0.45 -4.76  0.0000
O 1.63 -0.44 0.67  0.1147
Co 0.20 -0.05 -0.56  3.1102
H 6.96 -2.08 -4.22  0.0000

## Properties
⟨S²⟩ = 6.013
HOMO (alpha / beta) = -8.27 / -8.42 eV
LUMO level (alpha / beta) = 0.420 / -1.079 eV
ΔE to the lowest compared entry with this formula, charge and spin = 13.58 kcal per mole
multiplicity = 5

***

Entry 5:
ORCA calculation (ωB97M-V/def2-TZVPD) on C21H36Cl2N3O4Yb as an isolated structure.

Last column: Löwdin spin population.
Positions of all 67 atoms, in Å:
H 5.02 -1.35 2.86  0.0000
H -2.33 -0.61 5.17  0.0000
H 0.24 0.89 -5.61  0.0002
H 3.78 -1.43 1.56  0.0000
C -2.61 -0.95 4.16  0.0000
H 1.92 -4.42 -1.88  0.0000
H -2.62 -0.80 -1.53  0.0310
Cl -0.48 -1.89 -1.40  0.0069
H 1.07 2.27 2.55  0.0000
O 2.60 0.81 1.10  0.0000
C 3.74 0.06 4.44  0.0000
H -0.72 0.25 -3.39  0.0022
H -3.56 2.56 -3.81  0.0365
C 1.29 -4.94 -1.15  0.0001
H 1.80 -5.87 -0.85  0.0000
C 2.66 0.86 2.37  0.0000
H 4.37 0.90 4.77  0.0000
H 0.33 -5.20 -1.60  0.0000
C 4.40 -0.77 2.19  0.0000
C -3.33 0.68 -2.87  0.6028
C -4.83 -0.68 -1.46  0.0449
H 2.51 4.53 -6.10  0.0001
C 1.81 -2.95 0.12  0.0001
H -3.37 1.67 4.63  0.0000
C -1.88 0.29 2.22  0.0002
C 1.97 3.84 -5.45  0.0011
H 2.59 -2.82 -0.67  0.0001
C 0.69 1.79 -5.19  0.0018
H -1.87 -1.65 3.77  0.0000
H -0.35 -3.42 1.37  0.0000
C 1.11 3.22 -3.27  0.0013
C 1.74 1.70 3.21  0.0000
H 1.00 3.41 -2.19  0.0000
C 1.39 2.68 -6.00  -0.0001
N 3.54 0.07 3.00  0.0000
Yb 0.58 0.03 0.22  0.0004
Cl -0.59 2.47 0.52  0.0004
H -3.55 2.06 2.89  0.0000
C 1.82 4.10 -4.08  -0.0001
N -2.70 0.20 3.26  0.0000
O 1.62 -2.06 0.97  0.0001
H 4.25 -0.88 4.69  0.0000
C -3.46 -0.24 -1.96  0.1043
H -0.88 -4.70 0.23  0.0000
H -4.92 -1.77 -1.46  0.0021
C -2.79 1.88 -3.41  0.1300
H -2.12 1.10 1.50  0.0001
H -2.15 1.63 -4.27  0.0121
H -2.22 2.40 -2.62  0.0111
H -4.65 0.88 3.67  0.0000
H 5.02 -0.16 1.53  0.0000
H 2.31 2.39 3.86  0.0000
H 2.78 0.11 4.98  0.0000
O 0.20 0.93 -1.75  -0.0006
N 1.10 -4.07 0.00  0.0001
C -0.09 1.04 -2.94  0.0056
H 2.25 5.01 -3.65  0.0000
H -3.60 -1.43 4.23  0.0000
H 1.11 1.04 3.83  0.0000
H 0.20 -5.12 1.58  0.0000
H -5.01 -0.34 -0.43  -0.0014
O -0.88 -0.44 2.02  0.0001
C -0.06 -4.34 0.85  0.0000
C -3.63 1.27 3.64  0.0000
C 0.53 2.05 -3.82  0.0017
H -5.63 -0.26 -2.08  0.0046
H 1.53 2.45 -7.06  0.0000

## Properties
⟨S²⟩ = 0.762
HOMO (alpha / beta) = -5.59 / -5.59 eV
LUMO level (alpha / beta) = 0.251 / 0.252 eV
ΔE to the lowest compared entry with this formula, charge and spin = 4.82 kcal per mole
multiplicity = 2

***

Entry 6:
ORCA calculation (ωB97M-V/def2-TZVPD) on a 3-piece molecular cluster, C21H36FN2O5 overall.

Last column: natural (NBO) charge in e.
Positions of all 65 atoms, in Å:
O 2.72 -1.17 -3.22  -0.5685
H -6.53 -3.74 2.48  0.2383
H 1.23 0.03 -5.63  0.2410
H 4.05 -0.44 0.92  0.2153
C 0.48 2.40 1.71  -0.4091
H 1.61 -2.14 0.04  0.1334
O 3.37 -3.01 0.71  -0.5320
H 0.60 -0.08 -3.98  0.2171
C -5.74 -1.75 2.52  0.6195
F -2.75 -0.04 -2.09  -0.2505
C -6.23 -2.99 3.22  -0.7263
H 3.94 -2.56 -4.90  0.2429
H -3.01 -2.07 -0.68  0.4577
C 2.70 -1.94 0.05  -0.0638
H 4.14 -2.17 2.48  0.1722
C 2.73 0.60 -0.45  -0.4055
C -1.87 0.95 -0.15  0.1434
H 3.03 -1.96 -1.00  0.2158
H 0.18 4.54 1.47  0.2107
H 3.04 0.21 -1.44  0.2442
H 0.09 3.68 -0.07  0.1889
H 1.64 0.75 -0.50  0.1713
H 0.31 -1.41 -5.11  0.2310
H -7.06 -2.75 3.87  0.2483
H -5.42 -3.41 3.82  0.2381
C 2.31 -1.31 -4.35  0.6105
H 3.46 3.83 -1.05  0.2185
H -7.58 -0.70 2.22  0.2505
C 0.61 3.70 0.89  -0.3943
N -2.62 -1.27 -0.19  -0.4768
C -0.98 1.98 2.06  -0.4495
H 1.94 2.95 -1.30  0.1879
H 2.38 -2.49 2.49  0.1506
C 2.71 3.20 -0.55  -0.4043
C -1.78 -0.40 1.84  -0.2219
N -0.45 1.84 -1.67  0.4011
C 3.00 -0.53 0.60  -0.4335
H -2.46 -2.41 1.56  0.2587
H 0.97 2.61 2.68  0.2246
H 2.10 5.10 0.27  0.2159
C -6.72 -1.03 1.63  -0.7254
C -2.42 -0.12 -0.82  0.6152
H 3.34 -1.54 -6.21  0.2379
H 2.41 -2.97 -5.69  0.2344
O -0.53 2.35 -2.70  -0.1612
H -6.23 -0.15 1.20  0.2281
H 3.56 -3.84 2.58  0.1984
C -2.30 -1.43 1.11  0.1173
C 3.35 -2.86 2.12  -0.2555
C 3.04 -2.15 -5.36  -0.7233
O -1.66 2.10 -0.87  -0.4117
H -0.96 1.60 3.09  0.2295
C 2.11 4.05 0.61  -0.3897
H 1.03 1.55 1.28  0.2230
H 2.40 -0.36 1.51  0.1824
O -4.60 -1.35 2.67  -0.6010
C 1.03 -0.65 -4.80  -0.7193
H -1.68 2.83 2.05  0.2530
H 4.46 1.87 -0.44  0.2190
H -1.53 -0.58 2.89  0.2641
H -7.05 -1.69 0.83  0.2366
H 3.54 1.98 1.06  0.1944
C -1.55 0.85 1.22  0.1479
C 3.44 1.91 -0.04  -0.4084
H 2.67 3.94 1.55  0.2028

## Properties
HOMO = -11.42 eV
LUMO level = -4.153 eV
net charge = +1

***

Entry 7:
ORCA calculation (ωB97M-V/def2-TZVPD) on C21H36IrP2S as an isolated structure.

Last column: Löwdin spin population.
Positions of all 61 atoms, in Å:
C -0.27 -2.27 2.84  0.0216
H 0.63 -3.96 -1.58  0.0091
C 1.11 -2.11 2.17  0.1016
H -6.26 2.15 2.63  -0.0029
H -0.33 -2.12 3.90  0.0013
H 0.10 3.20 -0.94  0.0005
H -0.92 2.71 -3.33  0.0068
C -2.42 2.19 1.97  0.0922
H 1.63 2.78 -0.27  0.0063
H 2.60 -3.30 -1.22  0.0075
C 2.37 0.43 -2.60  0.0585
H -1.36 2.16 1.77  0.0029
H -1.73 -1.55 1.36  0.0150
H -5.30 0.71 0.84  0.0020
C 1.05 2.75 -1.18  0.0861
H -1.68 0.37 -5.12  0.0382
H 2.64 1.03 -3.50  0.0086
H 3.66 -0.09 3.31  0.0132
P 0.98 -1.60 -1.31  0.2138
H 1.55 3.39 -1.91  0.0151
C 1.84 -1.04 -2.86  0.0137
H 0.79 1.30 1.34  0.0200
H 0.96 -1.12 -3.64  0.0223
H -0.11 -0.82 0.21  0.0312
C -3.26 1.36 1.19  0.0775
H 2.40 -1.82 -3.37  0.0034
H 3.03 1.20 1.73  0.0027
H 4.10 -1.28 2.05  0.0386
H -0.92 -3.06 -1.72  0.0000
H -0.25 -3.46 -0.12  0.0022
H -1.33 -0.34 2.59  -0.0009
P 0.87 1.03 -1.71  0.4102
H 3.39 -1.71 -0.79  0.0010
S -2.73 0.37 -0.03  0.5244
C -4.66 1.37 1.42  0.1094
C -0.94 -1.19 2.06  0.0156
H -0.37 -0.71 -5.89  0.0280
H 3.24 0.04 0.50  0.0171
C -2.97 2.95 2.99  0.0022
H 1.29 -3.02 1.55  0.0314
H -0.15 1.04 -5.79  0.0176
C 0.00 -3.18 -1.15  0.0498
C 3.26 -0.76 2.52  0.1194
C 2.70 0.22 1.44  0.0562
H 2.53 -2.69 0.46  0.0027
C 2.28 -1.76 2.95  0.5858
H -2.32 3.58 3.59  -0.0022
C 1.24 0.34 1.50  0.2583
C 0.43 -0.84 1.46  0.0453
C -4.34 2.96 3.24  0.1452
C -5.18 2.15 2.45  -0.0135
H 3.23 0.49 -1.93  0.0117
H -1.32 2.05 -1.66  0.0214
Ir -0.20 0.16 -3.28  1.1664
H -4.76 3.59 4.05  0.0064
C -0.57 0.19 -5.27  0.2438
H -0.70 -3.23 2.62  0.0002
H -2.26 1.50 -3.05  0.0345
H 2.44 -2.23 3.90  0.0274
C 2.54 -2.39 -0.60  0.0452
C -1.27 1.86 -2.74  0.1312

## Properties
⟨S²⟩ = 8.821
HOMO (alpha / beta) = -13.23 / -14.21 eV
LUMO level (alpha / beta) = -7.832 / -8.768 eV
ΔE to the lowest compared entry with this formula, charge and spin = 93.33 kcal per mole
net charge = +2
multiplicity = 6